Entry 1:
This record from the OMol25 dataset describes C38H42N3O4P2Si2Ta as an isolated structure. The level of theory is ωB97M-V with the def2-TZVPD basis set.

The geometry in ORCA input format:
```
! RIJCOSX wB97M-V def2-TZVPD def2/J DEFGRID3
* xyz 2 1
Ta 0.091 0.175 -1.208
C -2.258 3.084 -2.458
Si -2.169 2.864 -0.604
C -1.085 4.183 0.172
C -3.871 2.925 0.142
N -1.419 1.271 -0.308
P -1.835 0.052 0.756
C -0.606 -1.036 0.297
P 0.975 -1.433 0.769
N 1.766 -0.594 -0.460
Si 3.455 -0.750 -1.075
C 3.298 -1.239 -2.872
C 4.377 -2.012 -0.075
C 4.287 0.920 -0.960
C 1.341 -3.178 0.660
C 0.828 -3.864 -0.443
C 1.113 -5.208 -0.607
C 1.892 -5.870 0.337
C 2.385 -5.192 1.443
C 2.115 -3.842 1.606
C 1.469 -0.800 2.366
C 0.912 -1.364 3.515
C 1.246 -0.857 4.758
C 2.137 0.205 4.861
C 2.686 0.771 3.720
C 2.347 0.273 2.470
C -1.791 0.604 2.460
C -0.996 1.688 2.820
C -0.909 2.072 4.148
C -1.609 1.369 5.120
C -2.385 0.272 4.767
C -2.473 -0.117 3.441
C -3.453 -0.622 0.392
C -3.541 -1.568 -0.631
C -4.777 -2.072 -1.002
C -5.924 -1.644 -0.348
C -5.838 -0.713 0.680
C -4.607 -0.198 1.049
H -2.552 4.109 -2.695
H -1.321 2.896 -2.990
H -3.013 2.417 -2.881
H -1.197 5.132 -0.359
H -1.365 4.365 1.211
H -0.031 3.902 0.163
H -4.283 3.927 -0.003
H -4.555 2.213 -0.321
H -3.848 2.744 1.219
H 2.688 -2.137 -2.995
H 2.871 -0.445 -3.491
H 4.287 -1.452 -3.287
H 4.027 -3.026 -0.263
H 5.434 -1.963 -0.349
H 4.313 -1.819 0.999
H 3.809 1.670 -1.586
H 4.349 1.312 0.056
H 5.311 0.818 -1.328
H 0.201 -3.348 -1.163
H 0.722 -5.744 -1.462
H 2.109 -6.922 0.210
H 2.982 -5.715 2.178
H 2.512 -3.314 2.463
H 0.222 -2.197 3.441
H 0.818 -1.295 5.650
H 2.406 0.589 5.836
H 3.383 1.595 3.802
H 2.773 0.718 1.577
H -0.442 2.232 2.064
H -0.297 2.921 4.426
H -1.551 1.677 6.155
H -2.927 -0.277 5.526
H -3.081 -0.972 3.171
H -2.643 -1.914 -1.127
H -4.843 -2.805 -1.795
H -6.888 -2.045 -0.633
H -6.733 -0.389 1.194
H -4.554 0.527 1.851
O 2.085 3.923 -2.226
C 1.527 2.755 -2.210
O 1.202 2.164 -1.176
C 1.230 2.131 -3.528
C 1.553 2.610 -4.773
C 1.161 1.841 -5.884
C 0.474 0.650 -5.690
C 0.200 0.258 -4.383
N 0.572 0.982 -3.349
C -0.536 -0.995 -3.962
O -0.986 -1.774 -4.743
O -0.590 -1.097 -2.632
H 2.216 4.256 -1.320
H 2.084 3.545 -4.888
H 1.394 2.178 -6.884
H 0.150 0.030 -6.513
*
```

**Lowest unoccupied orbital energy**: -7.1 eV

Entry 2:
This record from the OMol25 dataset describes C38H43AsAuGeO2S2 as an isolated structure. The level of theory is ωB97M-V with the def2-TZVPD basis set.

The geometry in ORCA input format:
```
! RIJCOSX wB97M-V def2-TZVPD def2/J DEFGRID3
* xyz -1 1
Au 0.057 -0.052 -0.208
S 2.397 0.143 -0.182
C 2.646 1.825 -0.612
C 3.868 2.089 -1.265
C 4.221 3.347 -1.708
C 3.348 4.410 -1.513
C 2.159 4.186 -0.839
C 1.780 2.920 -0.371
As 0.373 2.850 1.054
C -1.457 2.450 0.385
C -1.916 1.895 -0.887
C -3.308 2.153 -1.212
C -4.222 2.506 -0.264
C -3.754 2.754 1.041
C -2.412 2.750 1.354
C -0.079 4.800 0.967
C 0.382 5.599 2.006
C 0.141 6.971 2.026
C -0.580 7.561 0.999
C -1.059 6.773 -0.044
C -0.811 5.407 -0.058
H 4.532 1.248 -1.428
H 5.170 3.494 -2.213
H 3.588 5.408 -1.860
H 1.521 5.043 -0.676
H -1.230 2.091 -1.707
H -3.620 1.954 -2.230
H -5.275 2.584 -0.498
H -4.469 2.993 1.821
H -2.097 3.021 2.353
H 0.949 5.147 2.812
H 0.518 7.573 2.843
H -0.767 8.628 1.007
H -1.624 7.225 -0.850
H -1.179 4.813 -0.889
C -1.598 -1.987 2.414
C -0.633 -0.910 2.937
C -1.074 -0.508 4.356
C 0.783 -1.501 3.004
O -0.650 0.196 2.124
H -1.656 -2.863 3.075
H -1.271 -2.321 1.423
H -2.599 -1.558 2.312
H -1.029 -1.341 5.071
H -2.100 -0.130 4.322
H -0.428 0.298 4.714
H 0.849 -2.341 3.710
H 1.492 -0.726 3.300
H 1.087 -1.850 2.009
C -2.718 -2.752 -1.514
Ge -2.892 -0.870 -1.977
C -2.228 -0.532 -3.770
C -4.862 -0.675 -2.025
C -1.996 0.244 -0.668
H -3.683 -3.233 -1.683
H -2.449 -2.871 -0.461
H -1.949 -3.229 -2.117
H -2.653 -1.256 -4.469
H -1.142 -0.638 -3.765
H -2.484 0.474 -4.115
H -5.249 -1.151 -2.932
H -5.219 0.354 -2.000
H -5.283 -1.200 -1.164
H -2.542 0.120 0.274
O 0.345 -2.867 -2.344
S 0.885 -3.054 -0.960
C 0.622 -4.784 -0.560
C 0.346 -5.679 -1.581
C 0.086 -7.004 -1.262
C 0.089 -7.419 0.066
C 0.342 -6.506 1.081
C 0.601 -5.177 0.770
C 2.668 -3.144 -1.154
C 3.478 -3.409 -0.060
C 4.854 -3.374 -0.215
C 5.408 -3.066 -1.453
C 4.582 -2.795 -2.535
C 3.199 -2.825 -2.390
H 0.328 -5.319 -2.603
H -0.126 -7.715 -2.051
H -0.125 -8.452 0.310
H 0.319 -6.821 2.116
H 0.766 -4.447 1.556
H 3.044 -3.624 0.909
H 5.495 -3.573 0.635
H 6.484 -3.019 -1.566
H 5.013 -2.540 -3.495
H 2.527 -2.588 -3.205
*
```

**Lowest unoccupied orbital energy (alpha / beta)**: 1.2 / 1.2 eV
**Energy relative to the best compared isomer or geometry (same formula, charge and spin)**: 345.7 kJ/mol

Entry 3:
This record from the OMol25 dataset describes C38H43MnN2O9Te as an isolated structure. The level of theory is ωB97M-V with the def2-TZVPD basis set.

The geometry in ORCA input format:
```
! RIJCOSX wB97M-V def2-TZVPD def2/J DEFGRID3
* xyz 2 3
Mn -0.833 -2.136 0.451
C -2.820 -4.571 0.161
C -4.020 -4.630 1.166
O -4.119 -3.448 1.944
C -4.101 -2.227 1.322
C -3.380 -1.338 2.283
O -1.968 -1.647 2.114
C -1.045 -0.996 2.966
C -0.113 -2.104 3.359
O 0.307 -2.756 2.104
C 0.226 -4.222 2.159
C -1.225 -4.674 1.966
O -1.604 -4.092 0.677
H -3.127 -3.996 -0.722
H -2.657 -5.567 -0.280
H -3.928 -5.459 1.820
H -4.978 -4.755 0.610
H -5.124 -1.844 1.205
H -3.680 -2.130 0.274
H -3.653 -1.544 3.273
H -3.547 -0.291 2.046
H -1.462 -0.625 3.837
H -0.530 -0.214 2.427
H -0.596 -2.877 3.984
H 0.816 -1.713 3.842
H 0.695 -4.529 3.106
H 0.755 -4.518 1.246
H -1.840 -4.264 2.727
H -1.180 -5.807 1.997
O 0.480 -1.866 -2.761
C 0.989 -2.221 -1.734
O 0.360 -2.747 -0.696
C 2.466 -2.014 -1.479
C 3.301 -1.736 -2.539
C 4.687 -1.663 -2.311
C 5.215 -1.773 -0.997
C 4.288 -1.844 0.025
C 2.950 -2.061 -0.189
N 4.775 -1.773 1.441
O 5.981 -1.970 1.523
O 4.000 -1.649 2.380
H 2.936 -1.741 -3.547
H 5.352 -1.601 -3.149
H 6.315 -1.738 -0.807
H 2.351 -2.205 0.669
C -1.280 4.687 3.935
C -0.335 4.029 2.953
C -0.405 4.456 1.667
C 0.083 3.667 0.637
C 0.168 4.283 -0.754
C 0.684 2.448 1.048
Te 1.249 0.921 -0.254
N -0.488 -0.129 -0.060
C -1.544 -0.165 -0.890
O -2.046 -1.392 -0.857
C -2.146 0.800 -1.872
C -2.592 0.249 -3.114
C -2.978 1.171 -4.077
C -2.854 2.520 -3.841
C -2.553 3.024 -2.583
C -2.137 2.201 -1.610
C 1.357 1.665 -2.371
C 0.586 1.181 -3.385
C 0.864 1.531 -4.725
C 1.822 2.430 -5.024
C 2.549 2.935 -3.968
C 2.417 2.500 -2.643
C 3.426 2.911 -1.608
C 1.066 2.187 2.367
C 1.873 1.046 2.821
C 0.518 3.017 3.331
H -1.161 4.457 4.983
H -2.301 4.525 3.582
H -1.044 5.732 3.864
H -0.896 5.413 1.428
H 1.063 4.874 -0.915
H -0.749 4.872 -0.935
H 0.169 3.560 -1.537
H -2.625 -0.804 -3.189
H -3.249 0.768 -5.057
H -3.154 3.191 -4.622
H -2.653 4.077 -2.449
H -1.992 2.595 -0.579
H -0.083 0.387 -3.178
H 0.327 1.089 -5.563
H 2.002 2.805 -6.015
H 3.333 3.685 -4.181
H 4.211 3.460 -2.069
H 3.894 2.122 -1.064
H 2.999 3.650 -0.864
H 1.474 0.082 2.471
H 1.866 0.924 3.894
H 2.948 1.115 2.563
H 0.602 2.822 4.413
*
```

**Lowest unoccupied orbital energy (alpha / beta)**: -6.3 / -5.9 eV

It is found that the DFT total energy values, taken in the order of the records, are -88627.875; -186913.133; -100105.029 eV.